# 1
Here is a structure of composition C15H17AuBN4O2S6Sb from the Open Molecules 2025 dataset. Energies are from ωB97M-V with the def2-TZVPD basis set.

Geometry as XYZ:
```
47
C15H17AuBN4O2S6Sb, DFT ωB97M-V with the def2-TZVPD basis set
Au 1.004 -0.856 1.029
S 4.828 1.952 2.014
Sb 4.262 -0.220 2.378
S 3.206 -1.107 0.330
S 2.174 -0.512 3.438
S 5.885 -1.669 3.015
C 1.761 1.134 -2.296
N 0.384 1.391 -1.905
C -0.729 1.417 -2.712
C -1.779 1.696 -1.908
N -1.318 1.840 -0.616
B -2.296 2.273 0.532
N -1.751 1.923 1.943
C -1.596 2.846 2.953
C -1.171 2.196 4.060
N -1.062 0.867 3.716
C -0.694 -0.225 4.602
C -1.432 0.715 2.427
S -1.370 -0.774 1.573
C 0.009 1.623 -0.619
S 1.136 1.580 0.681
H 1.810 1.102 -3.383
H 2.113 0.198 -1.868
H 2.403 1.923 -1.908
H -0.677 1.210 -3.766
H -2.827 1.790 -2.138
H -2.431 3.481 0.501
H -3.348 1.702 0.336
H -1.766 3.894 2.779
H -0.892 2.556 5.034
H -0.249 0.198 5.499
H 0.034 -0.868 4.117
H -1.579 -0.809 4.857
O -1.012 -4.356 -0.180
C -0.254 -3.394 -0.293
O 0.497 -2.929 0.635
C -0.182 -2.736 -1.659
C -1.352 -2.510 -2.377
C -1.299 -1.994 -3.664
C -0.069 -1.745 -4.262
C 1.102 -1.985 -3.555
C 1.048 -2.456 -2.247
H -2.297 -2.760 -1.911
H -2.217 -1.800 -4.208
H -0.026 -1.362 -5.277
H 2.063 -1.805 -4.021
H 1.955 -2.636 -1.678
```

**Frontier orbital gap (spin up / spin down)**: 5.483 / 5.482 eV
**Charge**: -2
**HOMO (spin up / spin down)**: -1.78 / -1.78 eV
**Energy relative to the best compared isomer or geometry (same formula, charge and spin)**: 32.6 kcal/mol
**DFT total energy**: -101810.037 eV

=====

# 2
Here is a structure of composition C15H17BeF5N2 from the Open Molecules 2025 dataset. Energies are from ωB97M-V with the def2-TZVPD basis set.

Geometry as XYZ:
```
40
C15H17BeF5N2, DFT ωB97M-V with the def2-TZVPD basis set
C 0.520 1.297 -2.686
C 1.773 0.637 -3.301
H -0.354 0.649 -2.711
H 0.273 2.228 -3.219
H 0.790 1.609 -1.683
H 1.536 -0.341 -3.718
H 2.155 1.259 -4.125
H 2.565 0.540 -2.563
C -2.504 0.421 -0.504
C -3.763 0.148 0.031
C -3.883 -0.707 1.130
C -2.723 -1.230 1.692
H -2.377 1.094 -1.352
H -4.638 0.612 -0.422
H -4.859 -0.965 1.540
H -2.746 -1.885 2.561
N -1.374 -0.105 0.023
C -1.481 -0.902 1.135
C -0.200 -1.274 1.722
N 0.879 -0.754 1.079
C 2.117 -1.035 1.516
C 1.231 -2.391 3.304
C 2.332 -1.872 2.611
H 2.935 -0.568 0.966
H 3.356 -2.091 2.903
C -0.049 -2.056 2.872
H -0.959 -2.367 3.383
H 1.365 -3.044 4.166
Be 0.302 -0.002 -0.480
C 0.837 -1.325 -1.531
H 0.701 -2.269 -0.990
H 1.892 -1.296 -1.836
H 0.211 -1.374 -2.432
F 2.161 1.728 0.347
C 0.768 1.813 0.297
F 0.306 1.712 1.591
C 0.342 3.196 -0.198
F 0.333 4.127 0.780
F 1.164 3.650 -1.189
F -0.933 3.134 -0.710
```

**Frontier orbital gap**: 7.239 eV
**Charge**: 0
**HOMO**: -8.06 eV
**Energy relative to the best compared isomer or geometry (same formula, charge and spin)**: 0.0 kcal/mol
**DFT total energy**: -32800.265 eV

=====

# 3
Here is a structure of composition C15H17Cl3N3O3PRhSi from the Open Molecules 2025 dataset. Energies are from ωB97M-V with the def2-TZVPD basis set.

Geometry as XYZ:
```
44
C15H17Cl3N3O3PRhSi, DFT ωB97M-V with the def2-TZVPD basis set
Rh 0.505 0.519 -0.981
O 0.505 -1.223 3.050
C 0.151 -0.450 2.194
N 0.431 -0.590 0.827
C 0.994 -1.860 0.538
O 1.447 -2.669 1.303
C 0.973 -2.270 -0.916
C 1.233 -3.588 -1.248
C 1.191 -3.954 -2.581
C 0.896 -2.992 -3.536
C 0.670 -1.693 -3.129
N 0.710 -1.350 -1.840
C -0.714 0.671 2.750
C -1.148 0.613 4.017
C -2.067 1.626 4.515
C -2.207 2.811 3.913
C -1.275 3.027 2.785
N -1.110 1.793 2.007
H 1.462 -4.283 -0.454
H 1.388 -4.976 -2.875
H 0.850 -3.238 -4.587
H 0.470 -0.898 -3.831
H -0.870 -0.231 4.628
H -2.632 1.413 5.413
H -2.847 3.605 4.269
H -0.317 3.469 3.082
C -0.506 2.210 -5.003
P 0.006 2.280 -3.256
C -2.026 1.103 -1.503
C 0.777 3.952 -3.229
O 1.046 1.211 -2.994
H -1.431 2.755 -5.191
H -0.618 1.176 -5.321
H 0.320 2.674 -5.540
H -0.439 3.605 -1.381
H -2.272 3.610 -1.689
H -2.877 0.451 -1.556
H 0.335 4.545 -4.027
H 1.837 3.768 -3.407
H 0.694 4.539 -2.313
Cl -1.173 2.394 -1.418
Si -0.578 2.374 0.534
Cl 1.467 2.684 0.589
Cl -1.802 4.180 1.412
```

**Frontier orbital gap (spin up / spin down)**: 5.838 / 5.839 eV
**Charge**: +1
**HOMO (spin up / spin down)**: -10.70 / -10.70 eV
**Energy relative to the best compared isomer or geometry (same formula, charge and spin)**: 539.5 kcal/mol
**DFT total energy**: -84164.968 eV

=====

# 4
Here is the molecule C15H17ClNO4P from the Open Molecules 2025 dataset. Energies are from ωB97M-V with the def2-TZVPD basis set.

Geometry as XYZ:
```
39
C15H17ClNO4P, DFT ωB97M-V with the def2-TZVPD basis set
C 1.506 -2.676 2.146
C 0.322 -2.509 1.166
C 0.299 -1.134 0.545
C 1.394 -0.777 -0.250
C 1.500 0.465 -0.887
P 3.038 0.828 -1.807
N 3.901 1.897 -1.127
O 2.682 1.105 -3.346
O 3.746 -0.623 -1.845
C 0.475 1.403 -0.677
C -0.633 1.060 0.119
C -0.745 -0.212 0.723
C -1.921 -0.583 1.602
C -3.008 -1.410 0.887
C -3.043 -1.322 -0.627
Cl -4.629 -0.922 1.506
C -1.663 2.121 0.342
O -2.833 1.887 0.459
C -1.145 3.499 0.396
C -0.083 3.825 -0.325
C 0.527 2.802 -1.202
O 0.973 3.106 -2.271
H 1.878 -1.696 2.435
H 2.335 -3.202 1.688
H 1.208 -3.179 3.059
H -0.614 -2.757 1.644
H 0.471 -3.209 0.346
H 2.206 -1.480 -0.352
H 4.143 2.656 -1.751
H 1.990 0.512 -3.661
H 3.127 -1.270 -2.207
H -1.566 -1.174 2.438
H -2.350 0.314 2.024
H -2.913 -2.453 1.165
H -3.906 -1.882 -0.973
H -2.159 -1.778 -1.069
H -3.151 -0.294 -0.949
H -1.664 4.231 0.993
H 0.304 4.830 -0.359
```

**Frontier orbital gap**: 8.062 eV
**Charge**: 0
**HOMO**: -9.16 eV
**SMILES**: CCc1cc(P(=N)(O)O)c2c(c1C[C@H](C)Cl)C(=O)C=CC2=O
**DFT total energy**: -47323.134 eV

=====

# 5
Here is a structure of composition C15H17F3IN4O6PdS3 from the Open Molecules 2025 dataset. Energies are from ωB97M-V with the def2-TZVPD basis set.

Geometry as XYZ:
```
50
C15H17F3IN4O6PdS3, DFT ωB97M-V with the def2-TZVPD basis set
Pd 0.579 -0.107 -0.823
N 3.095 -3.358 5.618
C 2.315 -2.475 4.861
C 2.923 -1.517 4.049
C 2.157 -0.618 3.331
C 0.773 -0.670 3.424
C 0.154 -1.615 4.228
C 0.924 -2.512 4.948
S -0.204 0.424 2.448
O -1.511 0.488 3.035
O 0.549 1.630 2.262
N -0.268 -0.329 1.005
C -1.327 -1.058 0.551
N -2.293 -1.624 1.259
C -3.220 -2.252 0.540
C -3.203 -2.348 -0.842
C -2.121 -1.778 -1.496
N -1.195 -1.158 -0.794
H 4.013 -3.523 5.235
H 2.633 -4.223 5.846
H 4.004 -1.482 3.979
H 2.621 0.117 2.684
H -0.927 -1.638 4.276
H 0.446 -3.250 5.583
H -4.020 -2.714 1.109
H -3.982 -2.859 -1.386
H -1.990 -1.814 -2.569
O -2.281 1.508 -0.961
S -2.193 2.991 -0.796
C -2.178 3.666 -2.505
C -0.763 4.138 -2.849
C 0.186 3.355 -1.947
C -0.447 3.414 -0.566
H -2.937 4.443 -2.592
H -2.481 2.801 -3.097
H -0.668 5.209 -2.650
H -0.547 3.978 -3.906
H 1.199 3.758 -1.939
H 0.256 2.319 -2.279
H -0.427 4.429 -0.156
H -0.035 2.727 0.174
F 2.983 -1.299 -4.617
C 1.804 -0.914 -5.107
F 1.935 0.323 -5.596
F 1.491 -1.729 -6.124
S 0.489 -0.987 -3.824
O -0.697 -0.532 -4.499
O 1.035 -0.009 -2.852
O 0.493 -2.347 -3.356
I 2.859 1.024 -0.318
```

**Frontier orbital gap**: 7.876 eV
**Charge**: -1
**HOMO**: -5.47 eV
**Energy relative to the best compared isomer or geometry (same formula, charge and spin)**: 2.2 kcal/mol
**DFT total energy**: -86318.778 eV

=====

# 6
Here is a structure of composition C15H17F3N2O2Os from the Open Molecules 2025 dataset. Energies are from ωB97M-V with the def2-TZVPD basis set.

Geometry as XYZ:
```
40
C15H17F3N2O2Os, DFT ωB97M-V with the def2-TZVPD basis set
C -2.828 -0.918 4.267
C -3.478 0.351 3.842
H -3.302 -1.830 3.952
H -2.699 -1.020 5.334
H -1.875 -0.748 3.600
H -2.693 0.805 3.162
H -4.453 0.257 3.401
H -3.532 0.925 4.754
C 1.578 -2.120 -0.072
C 2.526 -2.913 -0.712
C 3.344 -2.392 -1.766
C 3.174 -1.086 -2.185
H 0.913 -2.390 0.730
H 2.626 -3.958 -0.382
H 4.079 -3.026 -2.235
H 3.682 -0.537 -2.983
N 1.559 -0.857 -0.493
C 2.270 -0.322 -1.514
C 1.872 1.089 -1.711
N 0.970 1.479 -0.793
C 0.138 2.549 -0.848
C 1.706 3.237 -2.605
C 0.604 3.533 -1.733
H -0.730 2.543 -0.158
H 0.075 4.444 -1.671
C 2.339 2.019 -2.654
H 3.146 1.594 -3.226
H 2.045 4.015 -3.228
Os 0.080 0.128 0.336
C 0.974 0.593 2.030
H 0.989 1.671 2.207
H 1.972 0.270 2.187
H 0.293 0.174 2.762
F -3.987 -1.946 -1.429
C -2.923 -1.373 -2.064
F -2.256 -2.332 -2.703
F -3.462 -0.479 -2.950
C -1.850 -0.624 -1.052
O -1.927 -0.797 0.210
O -0.960 -0.006 -1.605
```

**Frontier orbital gap (spin up / spin down)**: 7.251 / 5.588 eV
**Charge**: +2
**HOMO (spin up / spin down)**: -15.81 / -15.82 eV
**DFT total energy**: -33503.425 eV
**⟨S²⟩**: 6.017
**2S+1**: 5